(P)
DFT (ωB97M-V with the def2-TZVPD basis set) results for an isolated ion of composition C4H9O2 and charge -1.

ORCA input file:
```
! RIJCOSX wB97M-V def2-TZVPD def2/J DEFGRID3
* xyz -1 1
C 1.895 -0.125 0.625
C 0.684 0.428 -0.079
O 0.220 1.468 0.659
C -0.404 -0.663 -0.198
C -1.677 -0.113 -0.723
O -2.252 0.890 0.200
H 2.473 -0.951 0.215
H 1.685 -0.651 1.679
H 2.447 0.761 0.776
H 0.968 0.732 -1.069
H -0.598 -0.961 0.778
H -0.071 -1.536 -0.855
H -1.572 0.365 -1.707
H -2.544 -0.804 -0.764
H -1.254 1.161 0.464
*
```

- SMILES: C[C@H]([O-])CCO
- Orbital gap: 7.7 eV
- Lowest unoccupied orbital energy: 4.48 eV

(Q)
DFT (ωB97M-V with the def2-TZVPD basis set) results for a 2-piece molecular cluster, C4H9O2 overall.

ORCA input file:
```
! RIJCOSX wB97M-V def2-TZVPD def2/J DEFGRID3
* xyz -1 1
C -0.937 -0.787 1.648
C -1.148 -2.154 1.058
H -1.695 -0.051 1.388
H -0.776 -0.694 2.722
H -0.065 -0.258 1.225
H -1.426 -2.008 0.008
H -0.381 -2.925 0.999
H -2.026 -2.606 1.544
C 0.923 1.570 -2.128
C 1.576 1.752 -0.715
O 0.774 2.017 0.222
O 2.802 1.533 -0.625
H -0.122 1.876 -2.164
H 1.020 0.516 -2.386
H 1.481 2.219 -2.796
*
```

- Orbital gap: 7.6 eV
- Lowest unoccupied orbital energy: 3.82 eV

The structure with the least stability is (P).

(P)
DFT (ωB97M-V with the def2-TZVPD basis set) results for C4H9O2 as an isolated structure.

ORCA input file:
```
! RIJCOSX wB97M-V def2-TZVPD def2/J DEFGRID3
* xyz -1 1
C 2.402 -0.339 0.856
O 1.139 -0.721 1.317
H 2.944 -1.138 0.281
H 2.387 0.538 0.115
H 3.050 -0.036 1.675
O -0.532 1.867 -1.434
C -0.579 0.685 -1.096
C -1.011 0.101 0.142
C -1.769 -1.195 -0.015
H -0.233 -0.081 -1.887
H -1.508 0.880 0.775
H 0.055 -0.271 0.750
H -2.789 -1.040 -0.432
H -1.734 -1.642 1.001
H -1.282 -1.893 -0.663
*
```

- Orbital gap: 7.4 eV
- Lowest unoccupied orbital energy: 4.32 eV

(Q)
DFT (ωB97M-V with the def2-TZVPD basis set) results for a 2-piece molecular cluster, C4H9O2 overall.

ORCA input file:
```
! RIJCOSX wB97M-V def2-TZVPD def2/J DEFGRID3
* xyz -1 1
C -0.673 1.392 1.869
C -1.604 0.135 1.771
H -1.183 2.038 2.428
H 0.283 0.951 2.270
H -0.301 2.046 1.050
H -2.603 0.481 1.204
H -1.879 -0.266 2.713
H -1.119 -0.605 1.168
C 1.096 -1.366 -2.026
C 0.578 -0.359 -0.942
O 1.240 -0.206 0.101
O -0.427 0.380 -1.080
H 0.938 -1.192 -3.063
H 0.817 -2.426 -2.030
H 2.167 -1.226 -1.938
*
```

- Orbital gap: 7.7 eV
- Lowest unoccupied orbital energy: 4.39 eV

(R)
DFT (ωB97M-V with the def2-TZVPD basis set) results for a 2-piece molecular cluster, C4H9O2 overall.

ORCA input file:
```
! RIJCOSX wB97M-V def2-TZVPD def2/J DEFGRID3
* xyz -1 1
C 2.093 -0.384 -0.891
C 0.607 -0.370 -1.543
O 0.530 -0.118 -2.757
O -0.133 -0.238 -0.528
H 2.649 0.549 -0.977
H 2.653 -1.172 -1.413
H 1.941 -0.623 0.172
C -0.853 0.252 2.819
C -2.111 0.711 2.043
H -0.014 0.158 2.151
H -0.561 1.063 3.474
H -1.062 -0.615 3.440
H -2.867 1.020 2.657
H -2.292 -0.129 1.397
H -2.053 1.494 1.300
*
```

- Orbital gap: 7.5 eV
- Lowest unoccupied orbital energy: 4.00 eV

(S)
DFT (ωB97M-V with the def2-TZVPD basis set) results for a 2-piece molecular cluster, C4H9O2 overall.

ORCA input file:
```
! RIJCOSX wB97M-V def2-TZVPD def2/J DEFGRID3
* xyz -1 1
C 2.408 -0.386 -0.108
C 2.603 1.092 -0.478
O 2.693 1.912 0.463
O 2.594 1.313 -1.714
H 2.572 -0.714 0.926
H 2.982 -1.126 -0.671
H 1.338 -0.511 -0.310
C -2.067 -0.030 -0.506
C -2.223 -0.403 0.957
H -2.990 0.266 -1.012
H -1.469 0.879 -0.577
H -1.599 -0.840 -1.061
H -3.025 0.157 1.458
H -1.298 -0.177 1.487
H -2.517 -1.430 1.145
*
```

- Orbital gap: 7.4 eV
- Lowest unoccupied orbital energy: 3.61 eV

The structure with the least stability is (P).

(P)
DFT (ωB97M-V with the def2-TZVPD basis set) results for a 6-piece molecular cluster, C7H26O7 overall.

ORCA input file:
```
! RIJCOSX wB97M-V def2-TZVPD def2/J DEFGRID3
* xyz 0 1
O 1.180 -3.740 0.408
C 1.861 -2.587 0.843
C 2.517 -1.894 -0.316
O 3.536 -2.706 -0.909
H 1.788 -4.349 -0.016
H 1.078 -1.983 1.302
H 2.497 -2.811 1.699
H 2.932 -0.970 0.088
H 1.772 -1.648 -1.072
H 4.028 -2.155 -1.522
C -3.061 1.784 -3.827
O -2.384 2.448 -2.751
H -4.010 1.405 -3.447
H -3.172 2.418 -4.707
H -2.532 0.860 -4.058
H -2.186 3.346 -3.027
C -0.918 1.249 2.434
O -0.726 2.557 2.833
H -1.915 1.051 2.828
H -0.932 1.207 1.345
H -0.263 0.460 2.803
H -1.049 2.604 3.736
C 2.081 2.875 -1.154
O 2.742 4.077 -1.413
H 1.054 2.786 -1.509
H 2.502 1.976 -1.604
H 2.093 2.844 -0.065
H 3.672 3.915 -1.239
C -0.774 -0.200 -0.931
O -1.924 0.568 -0.803
H 0.116 0.429 -0.925
H -0.726 -0.882 -0.082
H -0.762 -0.766 -1.862
H -2.027 1.009 -1.649
C -1.465 -2.256 2.996
O -0.922 -3.112 3.924
H -1.299 -1.236 3.345
H -0.997 -2.302 2.013
H -2.542 -2.329 2.847
H -0.858 -3.942 3.446
*
```

- SMILES: OCCO.CO.CO.CO.CO.CO
- Orbital gap: 10.4 eV
- Lowest unoccupied orbital energy: 0.44 eV

(Q)
DFT (ωB97M-V with the def2-TZVPD basis set) results for a 7-piece molecular cluster, C7H26O7 overall.

ORCA input file:
```
! RIJCOSX wB97M-V def2-TZVPD def2/J DEFGRID3
* xyz 0 1
C -3.091 -0.716 0.742
C -1.852 -1.351 0.708
C -1.788 -2.863 0.874
C -0.482 -0.695 0.797
C -0.357 -0.206 -0.628
C 0.076 -1.398 -1.421
C -0.271 -1.201 -2.892
O 0.672 -0.397 -3.544
H -3.220 0.281 0.761
H -3.919 -1.348 0.982
H -1.265 -3.031 1.678
H -2.813 -3.422 1.052
H -1.234 -3.374 0.074
H 0.434 -1.445 0.866
H -0.403 0.070 1.604
H 0.151 0.844 -0.776
H -1.399 -0.006 -0.940
H -0.487 -2.365 -1.076
H 1.170 -1.422 -1.395
H -1.220 -0.730 -3.042
H -0.307 -2.070 -3.460
H 1.531 -0.872 -3.641
O -2.634 1.928 -0.567
H -2.957 2.576 -1.205
H -3.415 1.407 -0.501
O 0.758 2.583 0.836
H 0.235 3.067 0.264
H 0.654 2.586 1.700
O 2.272 -2.274 3.011
H 1.802 -2.530 2.165
H 2.354 -1.416 3.101
O 2.183 1.856 3.094
H 2.040 2.605 2.573
H 1.725 1.924 3.926
O 0.737 3.316 -1.735
H 0.638 2.264 -1.811
H 0.348 3.618 -2.444
O 2.443 -0.390 0.147
H 1.631 0.101 0.406
H 3.066 0.285 0.115
*
```

- SMILES: C=C(C)CCCCO.O.O.O.O.O.O
- Orbital gap: 9.3 eV
- Lowest unoccupied orbital energy: 0.34 eV

The structure with the least stability is (Q).

(P)
DFT (ωB97M-V with the def2-TZVPD basis set) results for a 2-piece molecular cluster, C5H9NO overall.

ORCA input file:
```
! RIJCOSX wB97M-V def2-TZVPD def2/J DEFGRID3
* xyz 0 3
C -0.086 1.775 0.413
C -0.638 0.402 1.004
C 0.648 1.405 -0.960
C -0.499 -0.509 -0.203
C 0.198 -2.730 0.230
N 0.556 -0.102 -1.134
O -0.944 -0.408 -1.463
H -0.835 2.476 0.134
H 0.618 2.274 1.033
H 0.042 -0.071 1.763
H -1.653 0.385 1.396
H 0.192 1.868 -1.785
H 1.678 1.757 -0.915
H -0.768 -3.000 0.593
H 1.080 -2.380 0.689
H 0.411 -3.141 -0.796
*
```

- <S²>: 2.007
- Orbital gap (spin up / spin down): 7.1 / 9.5 eV
- Lowest unoccupied orbital energy (spin up / spin down): 0.99 / -0.68 eV

(Q)
DFT (ωB97M-V with the def2-TZVPD basis set) results for one molecule with the formula C5H9NO.

ORCA input file:
```
! RIJCOSX wB97M-V def2-TZVPD def2/J DEFGRID3
* xyz 0 3
C 0.618 2.449 0.185
C 0.469 1.254 0.181
C -2.265 -0.336 -0.078
C -0.896 -0.745 0.574
C 0.289 -0.161 -0.151
N 2.738 -0.795 -0.130
O 1.406 -1.004 0.334
H 0.841 3.451 0.071
H -2.378 -0.743 -1.126
H -2.262 0.657 -0.109
H -3.135 -0.847 0.431
H -0.722 -0.499 1.573
H -0.822 -1.797 0.540
H 0.226 -0.103 -1.302
H 3.127 0.180 0.090
H 2.766 -0.963 -1.083
*
```

- <S²>: 2.005
- Orbital gap (spin up / spin down): 5.9 / 6.8 eV
- Lowest unoccupied orbital energy (spin up / spin down): 1.06 / -2.88 eV

The structure with the least stability is (Q).